{"formula": "C6H13N", "method": "the ωB97M-V functional and the def2-TZVPD basis", "species": ["H", "H", "H", "C", "H", "C", "H", "H", "H", "H", "H", "C", "C", "C", "C", "H", "H", "N", "H", "H"], "positions_angstrom": [[-1.79, -1.01, -1.13], [0.55, 2.11, 0.35], [1.76, 1.09, 2.18], [1.15, 0.05, 0.44], [1.00, -0.91, -1.46], [0.52, 1.21, -0.28], [-2.82, 0.30, -0.57], [-1.34, 1.99, -1.03], [-0.61, 0.68, -1.94], [1.18, 1.50, -1.10], [-2.52, -0.85, 1.32], [1.74, 0.16, 1.62], [-0.89, 1.01, -0.94], [-1.82, -0.13, -0.50], [1.29, -1.18, -0.45], [0.61, -2.01, -0.22], [2.26, -1.65, -0.28], [-1.66, -0.49, 0.93], [-1.02, -1.29, 1.00], [2.40, -0.58, 2.05]], "smiles": "C=C(C)CCCN", "multiplicity": 1, "homo_lumo_gap_ev": 9.80, "energy_ha": -291.1135, "largest_force_ev_per_a": 2.18, "lumo_ha": 0.0370}

{"formula": "C6H13N", "method": "the ωB97M-V functional and the def2-TZVPD basis", "species": ["H", "H", "H", "H", "N", "C", "C", "H", "H", "H", "C", "H", "H", "H", "H", "C", "H", "C", "C", "H"], "positions_angstrom": [[3.02, 0.31, -2.27], [-3.25, -0.08, 1.87], [1.21, -1.45, 0.57], [-2.21, 0.05, -0.62], [2.33, 0.85, -1.76], [1.91, 0.38, -0.42], [-1.31, -0.19, -0.04], [-0.35, -0.57, -1.93], [1.25, 1.21, -0.13], [1.49, 1.05, -2.28], [-2.42, 0.60, 2.04], [-2.03, 0.48, 3.06], [2.77, 0.39, 0.24], [-0.68, -1.90, -0.89], [1.69, -1.65, -1.02], [-0.28, -0.87, -0.89], [-0.25, 0.40, 1.66], [-1.22, 0.32, 1.17], [1.16, -0.93, -0.39], [-2.84, 1.61, 2.05]], "smiles": "C/C=C/CCCN", "multiplicity": 1, "homo_lumo_gap_ev": 10.06, "energy_ha": -291.1200, "largest_force_ev_per_a": 1.74, "lumo_ha": 0.0416}

{"formula": "C6H13N", "method": "the ωB97M-V functional and the def2-TZVPD basis", "species": ["H", "C", "C", "H", "H", "H", "C", "N", "H", "H", "H", "C", "H", "H", "H", "C", "C", "H", "H", "H"], "positions_angstrom": [[3.86, -1.06, -0.10], [3.14, -0.25, -0.21], [-1.69, 0.64, -1.00], [-2.31, -0.76, 2.13], [3.34, 0.49, 0.57], [0.80, 1.13, 0.43], [1.70, -0.76, -0.14], [-0.68, -0.18, -0.35], [1.52, -1.25, 0.83], [-2.42, 0.11, -1.62], [-1.36, 1.60, -1.41], [0.68, 0.35, -0.34], [-1.33, 1.34, 1.04], [-3.62, 0.19, 1.38], [0.88, 0.83, -1.31], [-1.69, 0.48, 0.47], [-2.70, -0.38, 1.18], [-2.97, -1.24, 0.56], [1.53, -1.52, -0.91], [3.33, 0.24, -1.18]], "smiles": "CCCN1C[C@H]1C", "multiplicity": 1, "homo_lumo_gap_ev": 10.23, "energy_ha": -291.1230, "largest_force_ev_per_a": 0.27, "lumo_ha": 0.0456}

{"formula": "C6H13N", "method": "the ωB97M-V functional and the def2-TZVPD basis", "species": ["C", "C", "H", "C", "H", "C", "H", "H", "H", "H", "H", "C", "H", "H", "H", "C", "H", "N", "H", "H"], "positions_angstrom": [[1.40, 0.40, 1.87], [-2.22, -1.26, -0.71], [-2.73, -2.17, -0.39], [-0.76, 0.75, 0.03], [2.31, -0.43, 0.16], [0.67, 0.51, -0.58], [0.70, 1.03, -2.61], [-2.97, -0.50, -0.98], [-0.73, -1.32, 0.92], [-2.24, -0.43, 1.25], [-1.46, -1.43, -1.51], [-1.47, -0.62, 0.44], [-1.38, 1.08, -0.85], [-0.52, 1.57, 0.78], [2.12, -0.08, -1.77], [1.14, 0.38, -1.87], [1.99, -0.42, 2.47], [1.48, 0.06, 0.47], [1.65, 1.43, 2.06], [0.35, 0.40, 2.12]], "smiles": "C=C(CCC)NC", "multiplicity": 1, "homo_lumo_gap_ev": 8.57, "energy_ha": -291.0839, "largest_force_ev_per_a": 3.14, "lumo_ha": 0.0376}

{"formula": "C6H13N", "method": "the ωB97M-V functional and the def2-TZVPD basis", "species": ["N", "H", "H", "H", "H", "C", "H", "H", "H", "C", "C", "H", "H", "H", "H", "C", "C", "H", "C", "H"], "positions_angstrom": [[-0.78, -0.06, -0.80], [1.00, -0.12, -1.96], [3.34, -0.69, -0.89], [3.24, 0.81, 0.05], [-1.67, -1.53, 1.39], [-1.60, 0.39, 0.44], [1.06, 0.01, 1.07], [-2.74, -0.38, 2.17], [1.15, -1.47, 0.11], [2.94, -0.25, 0.03], [-2.39, -0.72, 1.18], [-1.08, 0.95, 1.22], [0.87, 1.35, -1.02], [-2.60, 0.79, -1.55], [-3.26, -1.18, 0.70], [0.65, 0.26, -0.99], [-1.72, 1.00, -0.96], [3.43, -0.75, 0.87], [1.43, -0.41, 0.12], [-1.27, 1.99, -1.19]], "smiles": "CCCN1C[C@H]1C", "multiplicity": 1, "homo_lumo_gap_ev": 10.05, "energy_ha": -291.1042, "largest_force_ev_per_a": 1.65, "lumo_ha": 0.0444}

{"formula": "C6H13N", "method": "the ωB97M-V functional and the def2-TZVPD basis", "species": ["H", "H", "H", "H", "H", "H", "C", "H", "C", "H", "C", "H", "C", "N", "H", "C", "H", "H", "H", "C"], "positions_angstrom": [[-0.18, -1.64, -2.75], [0.89, 2.30, 1.52], [0.57, -2.21, 0.88], [1.20, -0.57, -2.32], [0.55, -1.75, 2.54], [-0.09, 3.51, 0.85], [-0.32, 0.48, -0.04], [0.66, -2.02, -1.43], [0.54, -1.33, 1.52], [1.53, -0.90, 1.37], [-0.50, -0.21, 1.30], [-0.21, 2.24, -1.22], [-0.04, 1.77, -0.25], [0.44, 2.66, 0.71], [-1.24, 0.21, -2.11], [-0.82, -0.33, -1.26], [-1.51, -0.56, 1.48], [-0.27, 0.54, 2.06], [-1.54, -1.08, -0.93], [0.34, -1.11, -1.93]], "smiles": "CCC(=CN)CC", "multiplicity": 1, "homo_lumo_gap_ev": 8.93, "energy_ha": -291.1255, "largest_force_ev_per_a": 2.54, "lumo_ha": 0.0387}

Calculated energy relative to the best compared isomer or geometry (same formula, charge and spin), 1.2308 1.0548 0.9739 2.0362 1.4836 0.9056 eV (same order as the records).